A 2-piece molecular cluster, C19H18O6S overall. Source: the OMol25 dataset; level of theory: the ωB97M-V functional and the def2-TZVPD basis.

As for the largest force on an atom: 3.0 eV/Å. As for the LUMO energy: -0.625 eV. The value obtained for the calculated total energy is -1584.34238 a.u. The frontier orbital gap comes out at 8.61 eV. For the HOMO energy, the calculation gives -9.2337 eV.

The geometry in ORCA input format:
```
! RIJCOSX wB97M-V def2-TZVPD def2/J DEFGRID3
* xyz 0 1
C -0.665 -1.712 0.337
C 0.023 -1.363 -1.041
C -0.736 -0.288 -1.920
C -1.594 0.737 -1.120
C -3.069 0.605 -1.249
C -3.916 1.553 -0.532
C -3.385 2.643 0.298
C -1.944 2.790 0.424
C -1.080 1.821 -0.298
C 0.448 2.036 -0.126
O 1.273 1.154 -0.032
C 0.931 3.514 -0.022
C 2.232 3.872 -0.600
C 2.628 5.276 -0.513
C 1.761 6.242 0.146
C 0.473 5.889 0.763
C 0.061 4.489 0.654
C -1.263 3.927 1.251
O -1.711 4.324 2.301
H -1.753 -1.468 0.396
H -0.056 -1.293 1.182
H -0.594 -2.836 0.453
H 0.028 -2.318 -1.643
H 1.106 -1.094 -0.923
H 0.065 0.315 -2.446
H -1.356 -0.735 -2.748
H -3.482 -0.221 -1.878
H -5.027 1.476 -0.623
H -4.078 3.352 0.815
H 2.856 3.085 -1.078
H 3.610 5.571 -0.950
H 2.072 7.315 0.198
H -0.158 6.645 1.289
C 1.005 -6.531 1.686
C 2.033 -5.415 1.678
O 2.570 -5.421 0.354
S 1.419 -5.878 -0.684
O 0.842 -4.711 -1.256
O 1.922 -6.950 -1.469
O 0.380 -6.471 0.402
H 1.483 -7.509 1.788
H 0.266 -6.406 2.475
H 2.821 -5.570 2.413
H 1.563 -4.443 1.849
*
```